Entry 1:
Computed, not measured: 2 unconnected molecules or ions with the total composition C5H10N2, with wB97M-V/def2-TZVPD.

The frontier orbital gap comes out at 0.3458 hartree. The calculated total energy is -305.83532 Eh. The SMILES is C[C@H]1N[C@H]1C1=CN1.[H][H].

Geometry as XYZ:
```
17
Properties=species:S:1:pos:R:3:nbo_charge:R:1
C -1.810 -0.250 0.302 -0.646
C -1.049 -0.315 -1.000 -0.043
N -0.609 0.889 -1.691 -0.558
C 0.407 0.002 -1.104 -0.151
C 1.152 0.475 0.054 0.129
C 2.130 0.603 0.865 -0.074
N 0.888 1.386 1.217 -0.643
H -2.845 0.057 0.111 0.214
H -1.351 0.450 1.006 0.242
H -1.835 -1.237 0.775 0.221
H -1.401 -1.077 -1.694 0.200
H -0.737 1.695 -1.080 0.350
H 1.007 -0.542 -1.830 0.226
H 3.094 0.404 1.300 0.230
H 1.030 2.353 0.897 0.309
H 0.818 -2.786 0.887 -0.006
H 1.110 -2.108 0.985 0.001
```


Entry 2:
Computed, not measured: 2 unconnected molecules or ions with the total composition C5H13NS in a non-equilibrium geometry, with wB97M-V/def2-TZVPD.

The frontier orbital gap comes out at 0.3222 hartree. The calculated total energy is -651.20542 Eh. The SMILES is C/C=C/N.CCS.

Geometry as XYZ:
```
20
Properties=species:S:1:pos:R:3:nbo_charge:R:1
C 2.598 0.973 0.860 -0.635
C 1.541 0.044 1.368 -0.231
C 0.322 0.435 1.724 -0.026
N -0.726 -0.485 2.083 -0.801
H 2.305 2.023 0.928 0.214
H 3.535 0.869 1.414 0.216
H 2.852 0.756 -0.188 0.218
H 1.791 -1.021 1.411 0.193
H -0.010 1.468 1.684 0.198
H -0.322 -1.408 2.200 0.382
H -1.140 -0.189 2.964 0.384
C -1.524 -0.454 -2.946 -0.614
C -1.109 -0.263 -1.496 -0.503
S -2.474 -0.625 -0.338 -0.218
H -2.367 0.195 -3.203 0.209
H -1.850 -1.484 -3.109 0.208
H -0.698 -0.249 -3.631 0.206
H -0.785 0.763 -1.320 0.197
H -0.267 -0.920 -1.255 0.195
H -1.671 -0.427 0.851 0.208
```


Entry 3:
Computed, not measured: a molecular structure, C29H48BaCl2N3O4SSi in a non-equilibrium geometry, with wB97M-V/def2-TZVPD.

The frontier orbital gap comes out at 0.1929 hartree. As for the net charge: -1. The calculated total energy is -3232.91378 Eh.

Geometry as XYZ:
```
89
Properties=species:S:1:pos:R:3:mulliken_charge:R:1
C 2.796 -2.467 -3.419 -1.253
C 2.201 -1.739 -4.580 0.183
H 2.585 -3.542 -3.492 0.350
H 2.440 -2.079 -2.456 -0.030
H 3.892 -2.357 -3.438 0.294
C 2.276 -2.202 -5.837 0.101
C 2.899 -3.503 -6.203 -1.441
H 1.918 -1.601 -6.676 0.302
H 2.546 -4.340 -5.577 0.316
H 3.998 -3.465 -6.135 0.294
H 2.659 -3.731 -7.248 0.377
Ba -0.066 0.034 1.697 1.531
Cl 2.230 -0.777 0.006 -0.711
C -0.536 3.534 0.458 0.068
O -0.903 2.487 1.056 -0.662
N -1.374 4.321 -0.240 0.201
C -2.770 3.933 -0.383 -0.906
C -0.833 5.349 -1.122 -0.806
H 0.500 3.895 0.478 0.333
H -3.132 3.536 0.571 0.281
H -2.886 3.163 -1.163 0.189
H -3.342 4.818 -0.672 0.405
H 0.113 5.701 -0.698 0.321
H -1.542 6.182 -1.201 0.303
H -0.643 4.967 -2.135 0.279
H -3.974 1.765 6.147 0.293
H -1.598 2.140 7.672 0.268
C -3.574 0.744 6.083 -0.944
C -1.532 1.061 7.452 -0.504
N -2.116 0.741 6.153 0.201
H -3.899 0.280 5.151 0.264
C -1.380 0.703 5.039 0.817
O -1.820 0.472 3.901 -0.666
H -0.474 0.766 7.456 -0.019
H -0.295 0.909 5.204 -0.346
H -3.952 0.176 6.940 0.327
H -2.073 0.508 8.227 0.312
H 0.411 -5.205 2.348 0.335
H 0.268 -3.544 -0.091 0.315
C -0.672 -5.276 2.189 -0.937
C -0.656 -4.149 -0.020 -0.829
N -1.178 -4.212 1.335 0.149
H -1.168 -5.214 3.164 0.293
C -1.718 -3.096 1.875 0.160
O -2.015 -2.067 1.249 -0.637
H -1.422 -3.708 -0.667 0.222
H -1.889 -3.160 2.964 0.246
H -0.904 -6.240 1.725 0.339
H -0.446 -5.176 -0.336 0.347
O 0.559 -0.619 -3.261 -0.184
C 1.551 -0.414 -4.260 0.270
C 0.007 -0.135 -6.280 0.011
C 1.054 0.337 -5.486 -0.033
H -0.489 -1.079 -6.016 0.802
C -0.376 0.586 -7.417 -1.040
H 2.346 0.178 -3.784 0.246
C 1.735 1.507 -5.826 -0.162
H -1.191 0.214 -8.043 0.386
C 0.307 1.761 -7.761 -0.411
C 1.384 2.204 -6.979 -0.663
H 2.561 1.833 -5.182 0.354
H 0.007 2.324 -8.648 0.364
H 1.962 3.082 -7.271 0.378
Si -0.890 0.145 -2.842 -0.046
Cl 0.754 -2.604 2.988 -0.620
C -2.274 -0.549 -3.872 -1.144
C -0.720 1.975 -3.224 -0.716
C -1.095 -0.219 -1.068 -0.923
H -2.240 -0.185 -4.906 0.402
H -3.224 -0.231 -3.422 0.387
H -2.243 -1.645 -3.886 0.286
H -1.490 -1.224 -0.863 0.145
H -1.703 0.544 -0.550 0.611
H -0.021 -0.190 -0.780 -0.080
H -0.417 2.128 -4.269 0.276
H 0.040 2.444 -2.588 0.250
H -1.674 2.502 -3.077 0.319
S 2.072 1.291 4.236 -0.479
C 2.275 0.842 5.837 0.240
C 2.733 1.792 6.798 -0.591
C 2.865 1.432 8.136 -0.373
C 2.556 0.127 8.546 -0.428
C 2.076 -0.810 7.622 -0.458
C 1.947 -0.470 6.278 -0.401
H 2.989 2.791 6.447 0.350
H 3.225 2.165 8.854 0.329
H 2.666 -0.155 9.596 0.314
H 1.803 -1.813 7.946 0.353
H 1.621 -1.197 5.530 0.354
```


- What is the frontier orbital gap in the third record?
  0.1929 hartree


- Which formula does entry 3 have?
  C29H48BaCl2N3O4SSi